{
  "formula": "C19H58N2O19",
  "method": "ωB97M-V with the def2-TZVPD basis set",
  "species": ["C", "O", "N", "N", "H", "H", "H", "H", "C", "C", "O", "O", "H", "H", "H", "H", "H", "H", "C", "C", "O", "O", "H", "H", "H", "H", "H", "H", "C", "C", "O", "O", "H", "H", "H", "H", "H", "H", "C", "C", "O", "O", "H", "H", "H", "H", "H", "H", "C", "C", "O", "O", "H", "H", "H", "H", "H", "H", "C", "C", "O", "O", "H", "H", "H", "H", "H", "H", "C", "C", "O", "O", "H", "H", "H", "H", "H", "H", "C", "C", "O", "O", "H", "H", "H", "H", "H", "H", "C", "C", "O", "O", "H", "H", "H", "H", "H", "H"],
  "coordinates": [[0.237679, -0.044053, 0.380286], [0.972972, -0.059931, -0.631217], [0.634347, -0.506861, 1.596200], [-1.008178, 0.476143, 0.287876], [1.471834, -1.057771, 1.703020], [0.017263, -0.359796, 2.381734], [-1.271321, 0.753355, -0.640242], [-1.635133, 0.636310, 1.058702], [2.785393, 1.214112, 3.999859], [2.893931, -0.165590, 4.570805], [3.316153, -0.192487, 5.939453], [1.769864, 2.006196, 4.624853], [2.570157, 1.164874, 2.930267], [3.727833, 1.759119, 4.108937], [3.607194, -0.710336, 3.930361], [1.944793, -0.706906, 4.510573], [4.266001, -0.039385, 5.945530], [1.193716, 1.417873, 5.119389], [3.336943, -3.525959, 2.837336], [4.725662, -3.780621, 2.272512], [5.432086, -2.583269, 2.094063], [2.634566, -2.594673, 1.991044], [3.443183, -3.028426, 3.804242], [2.721601, -4.420242, 2.930974], [4.617567, -4.315270, 1.319323], [5.259187, -4.425921, 2.974886], [4.797465, -1.857999, 2.067488], [2.090550, -3.063700, 1.351513], [5.482379, 1.686329, 0.167769], [4.415597, 0.733365, -0.281655], [3.391391, 0.770067, 0.734733], [5.850773, 1.399235, 1.518806], [5.136364, 2.726895, 0.116893], [6.356584, 1.599526, -0.477763], [4.863892, -0.268316, -0.244046], [3.967929, 0.918860, -1.255694], [2.538427, 0.592556, 0.315764], [5.082934, 0.974776, 1.919055], [1.325482, 2.668937, -2.460706], [-0.151136, 2.569988, -2.738057], [-0.987630, 2.768984, -1.596377], [1.735122, 4.016197, -2.190385], [1.829904, 2.290526, -3.366353], [1.617554, 2.031555, -1.632205], [-0.442620, 1.607856, -3.169820], [-0.421367, 3.267771, -3.549514], [-0.961990, 3.675551, -1.276698], [1.388419, 4.573902, -2.893930], [-3.348110, -3.393525, -2.227901], [-3.197497, -1.911535, -1.962639], [-3.049926, -1.263539, -3.237875], [-4.591646, -3.682738, -2.829539], [-3.329670, -3.916702, -1.271923], [-2.512149, -3.674117, -2.877505], [-2.379362, -1.634271, -1.289680], [-4.126352, -1.522471, -1.512645], [-3.355745, -0.349797, -3.146578], [-4.580150, -3.310789, -3.717843], [-4.489110, 1.685966, 0.521133], [-5.796608, 0.912774, 0.344015], [-6.309612, 1.171721, -0.964705], [-3.845677, 1.434094, 1.759987], [-4.753038, 2.741817, 0.388134], [-3.842327, 1.416587, -0.316780], [-6.539836, 1.304078, 1.048492], [-5.700130, -0.160717, 0.512486], [-6.074272, 0.426142, -1.523511], [-4.409159, 1.774448, 2.461425], [-1.219541, -2.752934, 5.459708], [-0.947374, -2.296559, 4.030713], [-1.363406, -0.957448, 3.729925], [-0.361934, -2.198878, 6.411357], [-1.088878, -3.833195, 5.488036], [-2.268050, -2.534089, 5.702716], [-1.508155, -2.950077, 3.358024], [0.119613, -2.430126, 3.801218], [-1.207007, -0.360129, 4.468320], [-0.514956, -1.250082, 6.446188], [1.452151, -0.805593, -5.078396], [1.020869, -1.334769, -3.728106], [2.116499, -1.261691, -2.819284], [1.942198, 0.523338, -4.968711], [0.576921, -0.812184, -5.731942], [2.212426, -1.460545, -5.523040], [0.723546, -2.386000, -3.850456], [0.162266, -0.753783, -3.385843], [1.791185, -0.822069, -2.014378], [2.460701, 0.538397, -4.153445], [-4.317842, 2.343527, -3.803850], [-3.600719, 3.308344, -4.698353], [-2.836543, 4.194089, -3.916283], [-3.419082, 1.568572, -3.005897], [-4.839595, 1.647184, -4.459530], [-5.003119, 2.866791, -3.133376], [-4.319987, 3.842503, -5.343252], [-2.991142, 2.789757, -5.455672], [-2.326047, 4.763190, -4.498187], [-2.785937, 2.173687, -2.584337]],
  "forces_ev_per_angstrom": [[0.0, 0.1, 0.1], [0.0, -0.2, 0.6], [-0.5, 0.5, -0.5], [0.2, -0.4, -0.1], [0.2, 0.2, 0.0], [0.0, -0.3, 0.0], [-0.1, 0.5, 0.1], [0.0, -0.1, 0.1], [-0.5, 0.6, -0.1], [0.8, -0.3, 0.0], [-0.2, -0.1, -0.5], [0.0, -0.1, 0.0], [0.1, -0.2, 0.0], [0.0, -0.1, 0.1], [-0.1, 0.0, 0.2], [-0.1, 0.1, 0.1], [0.0, 0.1, 0.1], [0.1, 0.0, 0.1], [-0.1, 0.5, -0.3], [-0.7, -0.5, 0.0], [0.2, 0.2, 0.3], [-0.1, 0.1, 0.2], [-0.2, -0.1, 0.0], [0.3, -0.2, 0.2], [0.1, 0.0, 0.0], [0.1, 0.0, -0.1], [0.0, 0.0, -0.3], [0.2, -0.2, -0.1], [0.0, 0.7, 0.1], [-0.4, -0.7, 1.0], [0.2, 0.1, -0.2], [0.2, -0.2, -0.4], [-0.1, -0.1, -0.1], [0.1, -0.1, 0.1], [-0.1, 0.0, -0.4], [0.3, 0.2, -0.2], [0.0, -0.2, -0.1], [-0.1, 0.2, 0.0], [0.2, 0.1, -0.8], [-0.5, 0.2, -0.4], [-0.3, -0.3, -0.2], [-0.2, -0.4, 0.3], [-0.1, 0.2, 0.3], [0.0, 0.2, 0.2], [0.3, -0.2, 0.4], [0.1, 0.2, 0.3], [0.3, 0.1, -0.2], [0.1, 0.0, -0.1], [0.2, 0.7, 0.3], [-0.7, 0.9, -0.5], [0.0, -0.3, 0.3], [-0.1, -0.1, -0.1], [0.1, -0.2, -0.1], [0.0, -0.3, 0.2], [0.2, -0.4, -0.1], [0.1, -0.3, 0.2], [0.3, 0.1, -0.1], [0.0, 0.1, 0.0], [-0.6, -0.1, -0.4], [-0.3, 0.3, -0.1], [0.0, -0.1, 0.2], [0.1, 0.0, -0.3], [0.2, 0.0, 0.1], [0.3, 0.0, 0.3], [0.0, -0.2, 0.0], [0.2, 0.0, 0.1], [0.0, 0.1, -0.1], [0.1, 0.0, 0.0], [-0.6, 0.0, -0.8], [0.1, -0.2, 0.1], [0.0, -0.1, 0.1], [0.5, 0.3, 0.3], [0.1, 0.0, 0.1], [0.0, -0.1, 0.0], [0.0, 0.2, 0.0], [-0.1, 0.1, 0.1], [0.1, -0.1, 0.1], [0.1, 0.0, 0.2], [0.0, -0.1, 0.0], [0.3, -0.4, -0.2], [-0.3, 0.4, -0.1], [-0.2, 0.0, -0.1], [0.1, 0.2, -0.1], [0.0, 0.1, 0.1], [-0.1, 0.2, 0.1], [0.0, 0.0, 0.2], [0.1, -0.2, 0.0], [0.1, -0.2, -0.1], [0.3, -0.2, 0.2], [-0.1, 0.1, -1.3], [0.2, 0.2, 0.3], [0.0, 0.1, -0.2], [-0.3, 0.0, 0.2], [-0.2, 0.0, -0.2], [-0.2, 0.1, 0.5], [0.2, -0.2, 0.5], [0.0, 0.0, 0.0], [0.0, 0.0, 0.1]],
  "smiles": "NC(N)=O.OCCO.OCCO.OCCO.OCCO.OCCO.OCCO.OCCO.OCCO.OCCO",
  "charge": 0
}

---

{
  "formula": "C19H58O10",
  "method": "ωB97M-V with the def2-TZVPD basis set",
  "species": ["C", "C", "C", "O", "H", "H", "H", "H", "H", "H", "H", "H", "C", "C", "C", "O", "H", "H", "H", "H", "H", "H", "H", "H", "C", "C", "C", "O", "H", "H", "H", "H", "H", "H", "H", "H", "C", "C", "C", "O", "H", "H", "H", "H", "H", "H", "H", "H", "C", "C", "C", "O", "H", "H", "H", "H", "H", "H", "H", "H", "O", "H", "H", "C", "O", "H", "H", "H", "H", "C", "O", "H", "H", "H", "H", "C", "O", "H", "H", "H", "H", "C", "O", "H", "H", "H", "H"],
  "coordinates": [[9.206980, 13.397140, 15.227150], [9.558560, 13.723600, 16.610680], [9.279510, 12.607250, 17.589110], [10.948650, 14.047620, 16.525270], [8.123830, 13.317300, 15.134920], [9.610830, 12.451000, 14.866830], [9.544810, 14.218120, 14.594720], [9.007880, 14.584910, 16.988830], [10.035170, 11.824840, 17.519060], [8.297410, 12.176660, 17.393760], [9.253060, 13.049320, 18.585090], [11.465260, 13.240270, 16.579130], [12.395030, 7.163420, 13.239500], [11.653500, 7.789670, 14.457690], [11.040590, 9.180850, 14.260170], [10.642360, 6.866680, 14.853260], [12.673270, 6.133870, 13.464700], [13.321720, 7.673090, 12.975740], [11.726350, 7.166010, 12.378710], [12.464930, 7.793930, 15.185460], [10.392230, 9.206670, 13.384350], [11.806520, 9.886750, 13.938980], [10.492830, 9.514850, 15.141370], [9.923820, 6.908100, 14.217980], [8.163240, 13.532580, 9.355080], [8.182790, 13.536060, 7.864610], [8.477870, 12.143260, 7.271490], [6.936220, 14.021020, 7.434100], [7.555770, 12.732930, 9.778920], [7.712010, 14.453860, 9.723500], [9.131000, 13.456370, 9.850810], [8.933650, 14.274330, 7.583050], [8.412250, 12.301420, 6.195030], [7.807030, 11.344470, 7.587730], [9.491490, 11.910200, 7.597610], [7.059790, 13.936180, 6.485870], [14.564980, 10.559910, 9.213630], [13.224470, 10.279340, 9.864290], [12.151880, 11.144200, 9.300730], [12.773570, 8.974860, 9.574280], [14.623480, 10.409020, 8.135720], [15.325230, 9.824660, 9.477310], [14.938650, 11.571300, 9.373530], [13.250620, 10.431220, 10.943340], [12.381090, 12.185120, 9.528860], [11.194830, 10.942790, 9.781950], [12.105300, 11.068570, 8.214350], [11.874040, 8.943730, 9.908150], [8.909690, 15.829190, 12.345850], [10.101740, 16.776300, 12.512850], [10.822700, 17.083300, 11.215250], [9.705930, 17.973410, 12.995380], [8.377190, 15.862590, 13.296330], [9.281860, 14.805890, 12.296380], [8.225570, 16.103440, 11.542820], [10.751040, 16.352160, 13.278750], [10.197490, 17.669020, 10.541350], [11.082660, 16.150260, 10.715300], [11.730420, 17.628690, 11.473510], [9.195060, 18.401610, 12.304540], [9.433910, 11.364430, 12.034620], [8.823720, 10.669090, 11.788820], [8.872960, 12.094210, 12.297270], [12.322570, 13.028830, 12.803030], [11.498740, 13.268060, 11.698890], [12.780270, 12.039710, 12.818880], [13.097080, 13.793690, 12.746470], [11.711680, 13.090900, 13.703620], [10.823290, 12.586930, 11.661210], [6.607820, 9.683390, 10.734390], [7.604970, 9.088830, 11.553750], [6.222600, 9.049750, 9.935520], [5.705820, 9.972750, 11.273610], [7.037050, 10.507520, 10.164580], [7.191470, 8.395200, 12.072870], [9.690160, 8.491650, 8.891030], [10.133540, 8.659100, 10.210240], [8.925230, 9.198850, 8.570330], [10.471440, 8.541920, 8.132630], [9.104240, 7.577420, 8.796340], [9.443630, 8.621650, 10.876740], [5.800190, 13.815360, 11.977310], [6.636760, 12.981450, 12.757250], [5.210970, 13.224670, 11.275880], [5.108410, 14.222660, 12.714630], [6.403960, 14.617030, 11.552000], [6.206380, 12.279220, 13.250440]],
  "forces_ev_per_angstrom": [[-1.6, 0.1, -1.3], [1.0, -0.5, 0.3], [-0.1, 0.3, 0.3], [0.4, 0.7, 1.0], [-0.2, 0.0, -0.3], [0.3, 0.0, 0.1], [-0.1, -0.2, -0.2], [0.3, 0.4, -0.3], [0.0, -0.1, 0.1], [0.0, -0.1, 0.0], [0.2, -0.4, 0.2], [0.0, -0.1, 0.0], [-0.6, 0.6, 0.1], [0.6, -0.5, -1.2], [0.7, -0.4, -0.7], [0.1, 0.0, 0.7], [-0.2, 0.0, 0.2], [-0.1, 0.3, 0.0], [0.1, 0.0, -0.3], [-0.6, 0.1, 0.8], [-0.4, -0.3, 0.1], [0.2, 0.2, 0.5], [0.2, 0.0, 0.0], [0.0, 0.1, -0.2], [-0.3, 0.1, 1.4], [0.3, -0.7, 1.0], [0.4, 1.4, 0.2], [-0.3, -0.1, -0.6], [-0.2, -0.2, -0.2], [0.1, 0.1, -0.1], [0.2, -0.1, -0.4], [0.4, -0.2, -0.4], [0.3, -0.6, -0.2], [-0.2, 0.3, 0.1], [0.1, -0.3, -0.4], [-0.8, 0.3, -0.4], [0.8, -0.7, -0.3], [-0.4, 0.0, -0.9], [-0.1, 2.0, 0.1], [1.2, -1.0, 0.0], [-1.0, 0.2, -0.3], [0.1, 0.1, 0.8], [-0.1, -0.1, 0.4], [0.4, 0.0, 0.3], [-0.1, 0.2, 0.0], [-0.1, -0.1, -0.2], [-0.1, -0.3, 0.0], [-0.3, -0.3, 0.2], [0.5, -0.2, 1.0], [0.0, -1.6, -1.5], [0.7, -1.2, 0.1], [-1.2, 2.7, 1.7], [-0.3, 0.1, 0.0], [-0.1, -0.1, -0.6], [0.2, -0.1, -0.2], [0.3, -0.1, -0.2], [-0.1, 0.1, 0.0], [0.2, 0.0, -0.2], [0.0, 0.1, -0.3], [-0.1, 0.3, 0.1], [0.4, 0.2, 0.0], [-0.2, -0.4, 0.0], [-0.5, 0.4, 0.2], [-0.2, 0.1, 0.3], [-0.2, 0.3, -0.8], [0.2, -0.2, -0.3], [0.0, -0.1, 0.5], [0.3, 0.3, 0.4], [-0.1, -0.4, -0.1], [-0.6, 0.0, -1.0], [-0.2, 0.0, -0.1], [0.3, -0.7, 0.1], [0.3, 0.4, 0.4], [0.1, 0.3, 0.6], [0.0, -0.1, 0.1], [-1.9, -0.4, -0.5], [1.1, 0.3, 0.0], [0.1, 0.8, 0.3], [0.3, -0.2, 0.6], [0.5, -0.6, -0.1], [-0.5, 0.0, -0.4], [-0.9, -0.5, 1.5], [1.9, -0.5, -0.2], [0.2, 0.3, -0.5], [-0.4, 0.6, -0.4], [-0.1, -0.4, -0.1], [-0.5, 0.3, -0.2]],
  "smiles": "CC(C)O.CC(C)O.CC(C)O.CC(C)O.CC(C)O.CO.CO.CO.CO.O",
  "charge": 0
}

---

So what do the calculations give for max |F|? Going down the list: 1.3, 3.4 eV/A.
So what do the calculations give for E? Going down the list: -2297.6974, -1510.9730 Ha.